{"formula": "C16H8BrCl4N2O3RhS", "method": "ωB97M-V/def2-TZVPD", "energy_ev": -159821.6946, "homo_energy_ev": [-3.867, -3.930], "total_charge": -1, "de_lowest_kj_mol": 12.16, "s2": 0.754, "homo_lumo_gap_ev": [6.1, 6.1], "spin_multiplicity": 2, "symbols": ["Rh", "Cl", "C", "C", "Cl", "C", "Cl", "C", "O", "C", "O", "C", "Cl", "O", "N", "C", "C", "C", "C", "C", "S", "H", "H", "H", "H", "Br", "C", "C", "C", "N", "C", "C", "H", "H", "H", "H"], "xyz": [[0.9651, -0.0208, -0.0985], [4.3388, -4.4297, -3.9600], [3.1294, -3.3332, -3.3732], [1.9757, -3.1065, -4.1009], [1.7160, -3.9187, -5.6106], [1.0074, -2.2174, -3.6126], [-0.4603, -1.9214, -4.4966], [1.1727, -1.5481, -2.4053], [0.2794, -0.7236, -1.9093], [2.3754, -1.7877, -1.6508], [2.5337, -1.1293, -0.5048], [3.3183, -2.6691, -2.1494], [4.7584, -2.9303, -1.2151], [-0.0941, 1.7172, -0.0198], [0.1958, 2.5462, 0.9740], [-0.4376, 3.7402, 0.9609], [-0.2351, 4.6711, 1.9395], [0.6533, 4.3662, 2.9787], [1.2891, 3.1536, 2.9785], [1.0734, 2.2021, 1.9595], [1.8508, 0.6789, 1.9176], [-1.0991, 3.8666, 0.1177], [-0.7607, 5.6132, 1.8913], [0.8388, 5.0790, 3.7713], [1.9830, 2.8811, 3.7609], [-5.8009, -1.4909, 1.8004], [-3.9912, -1.1660, 1.3423], [-3.0593, -0.9552, 2.3415], [-1.7496, -0.7195, 1.9479], [-1.3652, -0.6895, 0.6785], [-2.2709, -0.9021, -0.2722], [-3.6089, -1.1428, 0.0152], [-3.3355, -0.9745, 3.3858], [-0.9736, -0.5389, 2.6853], [-1.8911, -0.8898, -1.2884], [-4.3218, -1.3103, -0.7793]], "forces_ev_per_angstrom": [[0.2270, 0.0926, 0.2478], [-0.0147, 0.0129, 0.0043], [-0.0204, 0.0237, 0.0134], [-0.0022, 0.0231, 0.0372], [0.0062, -0.0041, -0.0031], [-0.0210, -0.0433, -0.0713], [0.0411, -0.0151, 0.0232], [0.1522, 0.0177, 0.3865], [0.2354, -0.0450, -0.1321], [-0.3154, 0.3392, 0.0015], [0.0857, -0.8882, -0.4715], [0.1130, -0.0917, -0.0527], [-0.0494, 0.0116, -0.0260], [-0.4985, 0.5323, -0.0942], [-0.0020, -0.0670, 0.1787], [-0.0157, 0.0574, 0.0111], [-0.0116, 0.0092, -0.0039], [0.0215, -0.0337, 0.0038], [-0.0598, 0.0687, -0.0372], [0.0517, -0.0326, 0.0098], [-0.2174, 0.1115, -0.0251], [0.0036, -0.0158, -0.0051], [0.0013, 0.0008, 0.0000], [-0.0023, 0.0039, -0.0012], [0.0101, -0.0125, -0.0066], [-0.0365, -0.0058, 0.0031], [0.0664, 0.0163, 0.0017], [-0.0103, -0.0003, -0.0187], [-0.0133, 0.0600, 0.0381], [0.2385, -0.1193, 0.0191], [0.0159, -0.0196, 0.0740], [-0.0158, -0.0072, -0.0747], [0.0074, 0.0055, -0.0003], [0.0241, -0.0080, -0.0216], [0.0014, 0.0263, -0.0105], [0.0038, -0.0035, 0.0026]]}



{"formula": "C16H8Co2N2O6", "method": "ωB97M-V/def2-TZVPD", "energy_ev": -107236.3693, "homo_energy_ev": -0.798, "total_charge": -2, "de_lowest_kj_mol": 252.72, "homo_lumo_gap_ev": 5.1, "spin_multiplicity": 1, "symbols": ["O", "C", "Co", "C", "O", "C", "O", "C", "C", "C", "C", "C", "C", "C", "C", "C", "Co", "C", "O", "C", "O", "C", "O", "H", "H", "H", "H", "H", "H", "H", "N", "C", "N", "H"], "xyz": [[-0.7313, 0.3921, -2.0751], [-0.0718, 0.4127, -1.1257], [0.9223, 0.6595, 0.3082], [2.4599, 1.3073, -0.3665], [3.3361, 1.8592, -0.8715], [0.2067, 2.1160, 1.0102], [-0.3585, 2.9969, 1.4936], [1.2320, -0.6902, 1.4732], [-0.0968, -0.3690, 1.3825], [-1.3606, -0.5001, 1.8327], [-2.4582, -1.0347, 1.0499], [-3.7151, -0.4029, 1.1990], [-4.8192, -0.8260, 0.4739], [-4.7118, -1.9057, -0.4115], [-3.4713, -2.5303, -0.5867], [-2.3435, -2.0865, 0.1129], [1.8509, -2.2645, 0.4005], [1.7731, -3.5185, 1.6178], [1.7223, -4.3463, 2.4297], [3.4726, -1.8536, -0.0557], [4.5424, -1.5439, -0.3866], [1.0776, -2.8356, -1.0713], [0.6153, -3.2466, -2.0546], [1.9007, -0.5962, 2.3414], [-1.6271, -0.0006, 2.7749], [-3.7479, 0.4523, 1.8762], [-5.7626, -0.3000, 0.5943], [-5.5839, -2.2406, -0.9722], [-3.3745, -3.3641, -1.2824], [-1.3578, -2.5449, -0.0463], [-1.9959, 1.4106, 4.1078], [-2.1389, 1.0230, 5.3274], [-2.2997, 0.5846, 6.4253], [-1.7402, 2.3924, 4.0216]], "forces_ev_per_angstrom": [[0.6085, -0.3187, 1.2520], [-0.8573, 0.6260, -2.3770], [0.5089, 0.6620, -4.8914], [0.8642, 0.4375, -0.3478], [-0.4635, -0.4194, 0.3834], [-0.5041, 1.0756, 1.4544], [0.5056, -0.6416, -0.7332], [0.8816, -0.3812, 4.3856], [0.1369, -2.3313, 1.7518], [-0.3652, -0.6805, -0.4926], [-0.5044, 1.1105, -0.7829], [0.0019, -0.2857, -0.0639], [0.2232, -0.0384, 0.1185], [0.2641, -0.0422, 0.0074], [0.0039, 0.2900, 0.1826], [0.0749, 0.0982, 0.1739], [-0.8533, 1.0227, -0.5199], [-0.5559, 0.1921, 0.7222], [0.2388, 0.4292, -0.7505], [2.0836, 0.6519, -0.0089], [-0.7563, -0.3624, 0.1389], [-1.1781, -0.7295, -1.1027], [0.4947, 0.3082, 0.7066], [-0.5211, -0.1962, -0.2102], [0.3353, -0.6065, 0.5942], [-0.1896, -0.2459, -0.0772], [0.0233, -0.0981, -0.0521], [0.1674, 0.0199, 0.0966], [-0.0088, 0.1884, 0.1083], [-0.4956, 0.1499, 0.1359], [-0.0304, 0.3425, -0.5945], [-0.3102, -0.5172, 2.0121], [0.2043, 0.5455, -1.3445], [-0.0273, -0.2556, 0.1248]]}



{"formula": "C16H9Cl5F5NRuS", "method": "ωB97M-V/def2-TZVPD", "energy_ev": -107841.1658, "homo_energy_ev": [-8.427, -8.611], "total_charge": 0, "s2": 6.030, "homo_lumo_gap_ev": [8.3, 6.7], "spin_multiplicity": 5, "symbols": ["Ru", "Cl", "C", "C", "C", "Cl", "C", "Cl", "C", "Cl", "C", "Cl", "F", "C", "C", "F", "C", "F", "C", "S", "C", "F", "C", "F", "C", "C", "C", "C", "N", "H", "H", "H", "H", "H", "H", "H", "H", "H"], "xyz": [[-0.3333, 0.0671, 0.0352], [-0.1653, 0.1632, 2.6413], [-0.8715, 1.7274, 2.1853], [-1.0672, 1.8453, 0.8245], [-1.6610, 3.0300, 0.3970], [-2.0152, 3.2717, -1.2729], [-2.0017, 4.0333, 1.3060], [-2.7340, 5.4909, 0.7667], [-1.7531, 3.8615, 2.6724], [-2.1690, 5.0916, 3.7941], [-1.1762, 2.6812, 3.1379], [-0.8662, 2.4124, 4.8002], [4.5392, -4.2194, -2.3898], [3.3840, -3.7743, -1.9033], [3.3165, -2.5360, -1.2863], [4.4077, -1.7791, -1.1802], [2.1066, -2.0951, -0.7873], [2.0897, -0.8713, -0.2075], [0.9332, -2.8327, -0.8783], [-0.6055, -2.2920, -0.2166], [1.0368, -4.0735, -1.5022], [-0.0431, -4.8444, -1.6317], [2.2362, -4.5454, -2.0080], [2.2940, -5.7377, -2.5977], [0.3560, -0.8944, -3.5435], [-0.4574, 0.3157, -3.0814], [-0.0252, 1.5560, -3.8694], [-1.9542, 0.0475, -3.2468], [-0.1987, 0.5927, -1.6835], [0.2113, -1.0415, -4.6153], [0.0307, -1.7976, -3.0317], [1.4202, -0.7379, -3.3623], [-0.1631, 1.3782, -4.9372], [1.0275, 1.7759, -3.6916], [-0.6111, 2.4273, -3.5859], [-2.1858, -0.1014, -4.3033], [-2.5398, 0.8900, -2.8812], [-2.2443, -0.8506, -2.7002]], "forces_ev_per_angstrom": [[0.0065, -0.1520, -0.0119], [-0.0839, 0.1382, 0.0772], [0.0876, -0.2131, 0.0629], [-0.0587, 0.1976, -0.0743], [0.0169, -0.0656, 0.0504], [0.0187, -0.0030, -0.0212], [0.0045, -0.0066, 0.0537], [0.0002, 0.0071, -0.0118], [-0.0125, 0.0184, 0.0509], [0.0021, 0.0054, -0.0133], [-0.0126, -0.0120, -0.1278], [0.0101, -0.0093, 0.0393], [-0.0019, 0.0003, 0.0022], [-0.0854, 0.0098, 0.0293], [-0.0352, -0.0530, -0.0253], [0.0060, -0.0096, -0.0069], [-0.0463, 0.0046, -0.0465], [0.0166, -0.0613, 0.0638], [-0.0326, 0.0012, 0.0379], [0.1352, 0.1103, 0.0160], [0.0847, 0.0033, -0.0131], [-0.0027, 0.0074, -0.0014], [0.0201, 0.0749, 0.0303], [0.0061, 0.0109, -0.0015], [-0.0088, -0.0444, -0.0615], [0.0478, 0.1140, 0.2699], [-0.0175, 0.0114, -0.0986], [-0.0732, -0.0167, -0.1088], [-0.0047, -0.0737, -0.2666], [-0.0096, 0.0245, -0.0069], [-0.0060, 0.0039, 0.0105], [0.0136, -0.0053, 0.0195], [-0.0117, -0.0141, 0.0037], [0.0112, -0.0168, 0.0164], [-0.0187, 0.0172, 0.0350], [0.0100, -0.0126, -0.0060], [0.0046, 0.0049, 0.0143], [0.0196, 0.0040, 0.0201]]}



{"formula": "C16H9F5HfN3S5", "method": "ωB97M-V/def2-TZVPD", "energy_ev": -90274.9364, "homo_energy_ev": -10.962, "total_charge": 1, "de_lowest_kj_mol": 31.25, "homo_lumo_gap_ev": 7.0, "spin_multiplicity": 1, "symbols": ["Hf", "C", "N", "C", "C", "N", "C", "S", "C", "C", "C", "C", "C", "N", "H", "H", "H", "H", "H", "H", "H", "H", "H", "S", "C", "S", "S", "F", "C", "C", "F", "C", "F", "C", "S", "C", "F", "C", "F"], "xyz": [[0.2728, 0.9744, -0.6596], [4.3580, 2.0665, 1.3291], [3.4928, 0.8825, 1.4818], [3.1476, 0.2765, 2.6831], [2.2600, -0.6936, 2.4131], [2.0460, -0.6660, 1.0339], [2.8402, 0.3114, 0.4701], [2.8823, 0.7981, -1.1680], [1.4354, -1.7266, 0.2812], [1.5488, -3.0409, 0.6689], [0.9376, -3.9943, -0.1308], [0.2746, -3.5988, -1.2803], [0.2035, -2.2518, -1.5737], [0.7669, -1.3216, -0.7915], [4.8172, 2.2626, 2.2930], [3.7360, 2.9033, 1.0198], [5.1218, 1.8566, 0.5870], [3.5508, 0.6163, 3.6204], [1.7190, -1.3648, 3.0552], [2.1200, -3.3117, 1.5449], [0.9980, -5.0401, 0.1388], [-0.1898, -4.3167, -1.9400], [-0.3331, -1.9002, -2.4437], [-0.4915, 5.2507, 0.3112], [-0.1213, 3.7412, -0.0724], [0.8574, 2.6980, 0.9891], [-0.6904, 3.0004, -1.6088], [-6.1139, 0.8360, -2.7030], [-5.0788, 0.6526, -1.8993], [-5.2569, 0.6374, -0.5258], [-6.4683, 0.8097, -0.0243], [-4.1751, 0.4467, 0.3221], [-4.4030, 0.4393, 1.6305], [-2.8922, 0.2708, -0.1690], [-1.4848, 0.0412, 0.9035], [-2.7784, 0.2996, -1.5408], [-1.5015, 0.1607, -2.0795], [-3.8089, 0.4848, -2.4287], [-3.5988, 0.5101, -3.7374]], "forces_ev_per_angstrom": [[-0.1567, 0.7160, 0.4274], [-0.1982, -0.3535, 0.1309], [0.2390, 0.2087, 0.1597], [0.0434, 0.1337, -0.1738], [-0.0767, 0.0681, -0.1061], [-0.1102, -0.4185, -0.2432], [-0.0774, -0.0253, -0.0051], [-0.0887, -0.0682, -0.0246], [0.2363, 0.3659, 0.1497], [0.0960, -0.0399, 0.0043], [0.0288, -0.0986, 0.0430], [0.0002, 0.0335, -0.0180], [0.0612, -0.0129, 0.0096], [-0.3268, -0.2776, -0.2188], [0.0073, 0.0473, -0.0129], [0.0555, 0.0533, -0.0364], [0.0140, 0.0349, -0.0276], [0.0043, -0.0100, 0.0040], [0.0205, -0.0056, 0.0178], [-0.0203, -0.0130, 0.0073], [0.0033, 0.0040, -0.0161], [-0.0164, -0.0050, 0.0176], [0.0184, 0.0325, 0.0031], [-0.0475, 0.3030, 0.0808], [0.0617, -0.3240, -0.1620], [-0.1765, -0.0521, -0.1337], [0.2722, -0.2279, 0.1589], [0.0073, -0.0019, -0.0089], [-0.0867, 0.0333, -0.0959], [0.0571, -0.0141, -0.0060], [-0.0213, -0.0134, 0.0186], [-0.2333, 0.0092, 0.1792], [0.0810, -0.0130, -0.0168], [0.4175, -0.0901, 0.2576], [-0.4279, 0.1536, -0.2376], [0.3089, -0.0356, -0.1633], [0.1531, -0.1116, -0.0376], [-0.1473, 0.0182, 0.0813], [0.0250, -0.0037, -0.0062]]}